1.
The following is a quantum chemistry calculation of 2 unconnected molecules or ions with the total composition C3H10NO2 at a distorted geometry, from OMol25.

Each line ends with the natural charge from an NBO analysis.
Cartesian coordinates (Å):
C (-0.97, -1.05, -0.68)  -0.775
C (-1.11, 1.42, 0.79)  -0.313
C (-0.26, 0.17, -1.00)  0.954
N (1.88, -0.70, 0.21)  -1.076
O (0.11, 0.20, -2.32)  -0.604
O (-0.33, 1.33, -0.42)  -0.434
H (-1.05, -1.17, 0.33)  0.257
H (-1.93, -1.27, -1.12)  0.298
H (-0.26, -1.87, -0.90)  0.302
H (-0.42, 1.03, 1.60)  0.224
H (-2.14, 0.90, 0.73)  0.231
H (-1.32, 2.52, 1.11)  0.259
H (2.45, -0.75, -0.62)  0.381
H (2.26, -1.39, 0.84)  0.393
H (2.13, 0.18, 0.65)  0.373
H (0.23, 1.16, -2.64)  0.529

Computed properties:
Net charge   +1
Maximum force   4.5 eV Å⁻¹
Relative energy (zero: lowest compared OMol25 entry of this formula, charge and spin)   188.0 kJ/mol
Calculated total energy   -8850.39217 eV
E_LUMO   -4.62 eV
HOMO level   -15.2 eV
HOMO-LUMO gap   10.581 eV
Multiplicity   1

***

2.
The following is a quantum chemistry calculation of 2 unconnected molecules or ions with the total composition C3H10NO2 at a distorted geometry, from OMol25.

Each line ends with the natural charge from an NBO analysis.
Cartesian coordinates (Å):
O (2.69, -1.08, 0.58)  -0.451
C (2.23, -0.55, -0.34)  0.430
C (0.72, -0.32, -0.48)  -0.356
N (-0.11, -0.07, 0.83)  -0.536
C (-1.27, -0.99, 0.88)  -0.489
H (2.76, -0.31, -1.27)  0.146
H (0.43, 0.56, -1.24)  0.260
H (0.15, -1.14, -1.05)  0.262
H (0.43, -0.36, 1.61)  0.452
H (-0.48, 0.93, 0.78)  0.493
H (-2.33, -0.54, 1.28)  0.263
H (-0.95, -1.65, 1.73)  0.234
H (-1.71, -1.64, 0.06)  0.269
H (-0.91, 3.10, -0.87)  0.503
H (-0.90, 1.88, -1.72)  0.490
O (-0.74, 2.18, -0.77)  -0.970

Computed properties:
Net charge   +1
Maximum force   5.4 eV Å⁻¹
Relative energy (zero: lowest compared OMol25 entry of this formula, charge and spin)   278.2 kJ/mol
Calculated total energy   -8849.45689 eV
E_LUMO   -3.38 eV
HOMO level   -14.7 eV
HOMO-LUMO gap   11.290 eV
Multiplicity   1

***

3.
The following is a quantum chemistry calculation of 2 unconnected molecules or ions with the total composition C3H10NO2S at a distorted geometry, from OMol25.

Each line ends with the natural charge from an NBO analysis.
Cartesian coordinates (Å):
C (0.69, 0.32, -0.75)  -0.024
O (1.72, 0.78, -0.02)  -0.926
C (-0.60, -0.04, 0.11)  -0.099
C (-1.83, 0.37, -0.69)  -0.522
S (-3.39, -0.38, -0.17)  -0.072
N (-0.57, 0.70, 1.38)  -0.882
H (0.33, 1.03, -1.54)  0.083
H (0.89, -0.60, -1.35)  0.101
H (-0.63, -1.11, 0.29)  0.157
H (-1.63, 0.18, -1.74)  0.201
H (-1.87, 1.44, -0.59)  0.226
H (-3.08, -1.60, -0.63)  0.102
H (0.34, 1.19, 1.29)  0.395
H (-0.32, 0.03, 2.10)  0.341
H (2.59, -0.45, 0.55)  0.510
H (4.07, -0.68, 1.02)  0.441
O (3.30, -1.16, 0.72)  -1.032

Computed properties:
Net charge   -1
Maximum force   1.1 eV Å⁻¹
Relative energy (zero: lowest compared OMol25 entry of this formula, charge and spin)   8.3 kJ/mol
Calculated total energy   -19693.99142 eV
E_LUMO   3.15 eV
HOMO level   -3.8 eV
HOMO-LUMO gap   6.904 eV
Multiplicity   1

***

4.
The following is a quantum chemistry calculation of 2 unconnected molecules or ions with the total composition C3H10NO2S at a distorted geometry, from OMol25.

Each line ends with the natural charge from an NBO analysis.
Cartesian coordinates (Å):
O (-1.36, -1.59, 1.23)  -0.499
C (-0.26, -1.64, 0.75)  0.442
C (0.57, -0.31, 0.78)  -0.179
C (1.26, -0.16, -0.58)  -0.569
S (2.39, -1.49, -1.06)  0.035
N (-0.38, 0.78, 1.07)  -0.713
H (0.26, -2.40, 0.14)  0.176
H (1.17, -0.51, 1.67)  0.249
H (2.02, 0.61, -0.41)  0.246
H (0.49, 0.17, -1.27)  0.238
H (1.70, -2.15, -1.99)  0.148
H (-1.07, 0.32, 1.69)  0.461
H (-0.95, 1.17, 0.26)  0.471
H (0.09, 1.57, 1.52)  0.437
H (-2.58, 2.13, -0.79)  0.507
H (-1.48, 1.96, -1.89)  0.509
O (-1.87, 1.55, -1.11)  -0.956

Computed properties:
Net charge   +1
Maximum force   2.8 eV Å⁻¹
Relative energy (zero: lowest compared OMol25 entry of this formula, charge and spin)   66.3 kJ/mol
Calculated total energy   -19686.22458 eV
E_LUMO   -3.50 eV
HOMO level   -13.1 eV
HOMO-LUMO gap   9.610 eV
Multiplicity   1

***

5.
The following is a quantum chemistry calculation of 3 unconnected molecules or ions with the total composition C3H10NO4 at a distorted geometry, from OMol25.

Each line ends with the natural charge from an NBO analysis.
Cartesian coordinates (Å):
C (1.42, -1.38, 0.23)  -0.253
C (1.58, -0.17, 1.07)  -0.555
C (0.66, 1.01, 0.97)  0.776
O (-0.45, 0.85, 0.49)  -0.819
O (1.16, 2.10, 1.42)  -0.769
N (0.04, -1.45, -0.44)  -0.853
H (1.97, -1.62, -0.71)  0.187
H (1.58, -2.42, 0.51)  0.186
H (1.36, -0.62, 2.12)  0.207
H (2.60, 0.18, 0.98)  0.226
H (-0.09, -0.52, -0.72)  0.355
H (-0.65, -1.66, 0.34)  0.333
H (-2.20, 1.04, 0.20)  0.513
H (-2.26, -0.29, -0.34)  0.455
O (-2.84, 0.38, -0.13)  -0.982
H (-1.99, 1.62, -2.18)  0.462
H (-0.82, 1.02, -1.70)  0.469
O (-1.07, 1.94, -2.12)  -0.937

Computed properties:
Net charge   -1
Maximum force   5.7 eV Å⁻¹
Relative energy (zero: lowest compared OMol25 entry of this formula, charge and spin)   275.8 kJ/mol
Calculated total energy   -12953.45452 eV
E_LUMO   3.82 eV
HOMO level   -4.7 eV
HOMO-LUMO gap   8.536 eV
Multiplicity   1

***

6.
The following is a quantum chemistry calculation of 3 unconnected molecules or ions with the total composition C3H10NO4, from OMol25.

Each line ends with the natural charge from an NBO analysis.
Cartesian coordinates (Å):
O (-2.50, 2.57, -1.23)  -0.570
C (-1.87, 1.53, -1.20)  0.455
C (-1.61, 0.74, 0.04)  -0.361
N (-1.19, -0.62, -0.27)  -0.674
C (0.29, -0.70, -0.50)  0.115
O (1.06, -0.46, 0.58)  -0.939
H (-1.44, 1.11, -2.13)  0.103
H (-2.55, 0.74, 0.61)  0.208
H (-0.89, 1.23, 0.71)  0.228
H (-1.34, -1.16, 0.57)  0.363
H (0.49, 0.03, -1.32)  0.075
H (0.40, -1.72, -0.96)  0.102
H (0.45, -0.90, 1.92)  0.502
H (0.89, -1.69, 3.14)  0.441
O (0.11, -1.21, 2.84)  -1.041
H (2.51, 0.06, -1.19)  0.493
H (3.78, 0.05, -0.42)  0.468
O (3.41, 0.43, -1.22)  -0.967

Computed properties:
Net charge   -1
Maximum force   0.6 eV Å⁻¹
Relative energy (zero: lowest compared OMol25 entry of this formula, charge and spin)   242.4 kJ/mol
Calculated total energy   -12953.80001 eV
E_LUMO   3.85 eV
HOMO level   -4.2 eV
HOMO-LUMO gap   8.054 eV
Multiplicity   1

***

7.
The following is a quantum chemistry calculation of 3 unconnected molecules or ions with the total composition C3H10NO4 at a distorted geometry, from OMol25.

Each line ends with the natural charge from an NBO analysis.
Cartesian coordinates (Å):
C (0.58, -1.25, -0.26)  -0.244
C (0.90, 0.16, -0.70)  -0.456
C (0.26, 1.46, 0.00)  0.731
O (-0.85, 1.31, 0.44)  -0.410
O (0.95, 2.46, 0.02)  -0.476
N (-0.86, -1.58, -0.18)  -0.795
H (1.00, -2.08, -0.95)  0.242
H (1.00, -1.41, 0.77)  0.192
H (2.06, 0.17, -0.38)  0.250
H (1.16, 0.14, -1.84)  0.278
H (-1.37, -1.20, -1.06)  0.322
H (-1.45, -0.95, 0.25)  0.371
H (1.56, -0.99, 2.70)  0.464
H (1.21, 0.49, 3.09)  0.482
O (1.10, -0.44, 3.21)  -0.942
H (-2.06, 1.77, -1.16)  0.479
H (-2.52, 0.45, -1.93)  0.448
O (-2.68, 1.49, -2.01)  -0.934

Computed properties:
Maximum force   6.1 eV Å⁻¹
Relative energy (zero: lowest compared OMol25 entry of this formula, charge and spin)   291.9 kJ/mol
Calculated total energy   -12948.43924 eV
E_LUMO (alpha / beta)   0.31 / -4.63 eV
HOMO level (alpha / beta)   -10.6 / -10.5 eV
HOMO-LUMO gap (alpha / beta)   10.941 / 5.870 eV
⟨S²⟩   0.757
Multiplicity   2

***

8.
The following is a quantum chemistry calculation of 2 unconnected molecules or ions with the total composition C3H10NO4 at a distorted geometry, from OMol25.

Each line ends with the natural charge from an NBO analysis.
Cartesian coordinates (Å):
O (-0.45, 0.67, 2.87)  -0.498
C (-0.26, 0.67, 1.71)  0.764
O (-0.35, 1.80, 0.96)  -0.720
C (-0.05, -0.54, 0.80)  -0.148
C (1.35, -1.09, 0.90)  -0.098
O (1.46, -2.15, -0.07)  -0.725
N (-0.57, -0.25, -0.70)  -0.752
H (-0.60, 2.58, 1.48)  0.527
H (-0.84, -1.25, 1.13)  0.249
H (1.46, -1.59, 1.88)  0.236
H (2.16, -0.43, 0.69)  0.226
H (0.87, -2.93, 0.13)  0.487
H (-1.61, -0.16, -0.93)  0.466
H (-0.17, 0.68, -1.01)  0.491
H (-0.17, -1.14, -1.25)  0.471
H (-1.31, 2.18, -2.73)  0.483
H (-0.12, 1.48, -3.28)  0.501
O (-0.80, 1.48, -2.58)  -0.959

Computed properties:
Net charge   +1
Maximum force   6.6 eV Å⁻¹
Relative energy (zero: lowest compared OMol25 entry of this formula, charge and spin)   116.6 kJ/mol
Calculated total energy   -12946.00783 eV
E_LUMO   -3.47 eV
HOMO level   -14.9 eV
HOMO-LUMO gap   11.468 eV
Multiplicity   1

***

9.
The following is a quantum chemistry calculation of 2 unconnected molecules or ions with the total composition C3H10NO4P at a distorted geometry, from OMol25.

Each line ends with the natural charge from an NBO analysis.
Cartesian coordinates (Å):
C (-2.56, -1.85, 1.13)  -0.271
O (-2.04, -0.79, 0.30)  -0.822
P (-2.96, 0.59, 0.46)  1.573
O (-3.89, 0.36, -0.88)  -1.034
O (-1.81, 1.64, -0.09)  -1.008
H (-3.40, -2.25, 0.60)  0.183
H (-2.91, -1.46, 2.10)  0.177
H (-1.74, -2.59, 1.38)  0.194
H (-3.53, 0.27, -1.78)  0.503
H (-0.97, 1.41, 0.09)  0.502
N (4.06, 0.99, -0.27)  -0.845
C (2.70, 0.83, -0.67)  -0.327
C (1.84, -0.07, 0.11)  0.449
O (0.77, 0.20, 0.58)  -0.522
H (4.52, 1.65, -0.98)  0.390
H (4.43, 0.04, -0.02)  0.370
H (2.35, 1.81, -0.90)  0.214
H (2.76, 0.25, -1.63)  0.178
H (2.38, -1.02, 0.46)  0.094

Computed properties:
Maximum force   6.0 eV Å⁻¹
Relative energy (zero: lowest compared OMol25 entry of this formula, charge and spin)   275.6 kJ/mol
Calculated total energy   -22241.83411 eV
E_LUMO   0.60 eV
HOMO level   -9.4 eV
HOMO-LUMO gap   10.035 eV
Multiplicity   1

***

10.
The following is a quantum chemistry calculation of 2 unconnected molecules or ions with the total composition C3H10NOS at a distorted geometry, from OMol25.

Each line ends with the natural charge from an NBO analysis.
Cartesian coordinates (Å):
C (-0.75, -2.11, 0.18)  -0.430
N (-1.15, -0.93, 0.97)  -0.648
C (-0.26, 0.27, 0.85)  -0.246
C (-0.74, 1.38, -0.09)  -0.547
S (0.38, 2.83, 0.02)  -0.717
H (0.23, -1.95, -0.29)  0.191
H (-1.43, -2.55, -0.55)  0.177
H (-0.60, -2.85, 0.98)  0.177
H (-2.01, -0.53, 0.62)  0.343
H (-0.24, 0.68, 1.87)  0.183
H (0.80, 0.00, 0.80)  0.191
H (-1.76, 1.70, 0.16)  0.177
H (-0.74, 0.89, -1.07)  0.167
H (3.35, 1.44, -1.72)  0.458
H (2.05, 1.04, -1.16)  0.498
O (2.85, 0.67, -1.55)  -0.975

Computed properties:
Net charge   -1
Maximum force   2.1 eV Å⁻¹
Relative energy (zero: lowest compared OMol25 entry of this formula, charge and spin)   104.2 kJ/mol
Calculated total energy   -17646.36250 eV
E_LUMO   3.91 eV
HOMO level   -2.7 eV
HOMO-LUMO gap   6.650 eV
Multiplicity   1

***

11.
The following is a quantum chemistry calculation of 2 unconnected molecules or ions with the total composition C3H10NOS at a distorted geometry, from OMol25.

Each line ends with the natural charge from an NBO analysis.
Cartesian coordinates (Å):
C (1.75, 1.26, -1.49)  -0.726
S (1.49, -0.38, -2.24)  0.088
C (0.73, -1.32, -0.90)  -0.791
H (2.32, 1.84, -2.22)  0.197
H (2.10, 1.10, -0.48)  0.235
H (0.79, 1.80, -1.54)  0.230
H (-0.18, -1.82, -1.25)  0.207
H (1.45, -2.06, -0.52)  0.185
H (0.54, -0.60, -0.04)  0.315
N (-2.38, 0.50, 1.93)  -0.912
C (-0.97, -0.06, 1.46)  0.152
O (-0.37, 0.78, 0.67)  -0.902
H (-2.65, 0.74, 0.97)  0.336
H (-2.98, -0.29, 2.17)  0.304
H (-0.39, -0.37, 2.37)  0.059
H (-1.26, -1.12, 1.11)  0.021

Computed properties:
Net charge   -1
Maximum force   2.1 eV Å⁻¹
Relative energy (zero: lowest compared OMol25 entry of this formula, charge and spin)   216.0 kJ/mol
Calculated total energy   -17645.20353 eV
E_LUMO   3.51 eV
HOMO level   -3.1 eV
HOMO-LUMO gap   6.614 eV
Multiplicity   1

***

12.
The following is a quantum chemistry calculation of 2 unconnected molecules or ions with the total composition C3H10NOS at a distorted geometry, from OMol25.

Each line ends with the natural charge from an NBO analysis.
Cartesian coordinates (Å):
C (1.90, -0.63, 0.79)  -0.780
S (1.63, 0.10, -0.82)  0.099
C (1.09, 1.92, -0.25)  -0.716
H (2.57, -1.52, 0.70)  0.203
H (2.32, 0.08, 1.55)  0.208
H (0.94, -1.13, 1.04)  0.274
H (2.01, 2.42, 0.22)  0.207
H (0.20, 1.66, 0.45)  0.276
H (0.71, 2.24, -1.21)  0.212
N (-1.95, -0.39, -1.22)  -0.915
C (-1.85, -1.23, 0.03)  0.105
O (-1.52, -0.40, 1.12)  -0.991
H (-1.19, 0.33, -0.99)  0.341
H (-2.77, 0.23, -1.19)  0.319
H (-1.16, -2.02, -0.35)  0.087
H (-2.93, -1.68, 0.14)  0.070

Computed properties:
Net charge   -1
Maximum force   3.3 eV Å⁻¹
Relative energy (zero: lowest compared OMol25 entry of this formula, charge and spin)   275.8 kJ/mol
Calculated total energy   -17644.58386 eV
E_LUMO   3.46 eV
HOMO level   -2.6 eV
HOMO-LUMO gap   6.067 eV
Multiplicity   1